1.
{
  "formula": "C22H46O12P2",
  "method": "wB97M-V/def2-TZVPD",
  "total_charge": 0,
  "orbital_gap_ev": 8.248,
  "homo_energy_ev": -9.79,
  "largest_force_ev_per_a": 9.20,
  "elements": ["C", "C", "O", "O", "C", "C", "C", "C", "C", "C", "C", "O", "C", "O", "H", "H", "H", "H", "H", "H", "H", "H", "H", "H", "H", "H", "H", "H", "H", "H", "C", "C", "O", "P", "O", "O", "C", "C", "O", "C", "C", "H", "H", "H", "H", "H", "H", "H", "H", "H", "H", "H", "H", "H", "H", "H", "C", "C", "O", "P", "O", "O", "C", "C", "O", "C", "C", "H", "H", "H", "H", "H", "H", "H", "H", "H", "H", "H", "H", "H", "H", "H"],
  "xyz": [[0.127, -2.978, 2.824], [-0.118, -2.465, 1.328], [-0.045, -3.338, 0.422], [-0.453, -1.142, 0.956], [-0.036, -0.161, 1.939], [-1.224, 0.218, 2.995], [-2.579, -0.482, 2.515], [-3.832, -0.211, 3.521], [-4.937, -1.311, 3.165], [-6.430, -0.870, 2.806], [-6.971, -2.365, 2.454], [-6.340, -3.172, 3.509], [-5.234, -2.512, 4.168], [-4.709, -2.869, 5.230], [1.083, -2.446, 3.194], [-0.709, -2.622, 3.520], [0.263, -4.111, 2.823], [0.925, -0.414, 2.494], [0.190, 0.813, 1.344], [-1.350, 1.358, 3.077], [-0.925, -0.158, 4.044], [-2.431, -1.622, 2.538], [-2.920, -0.168, 1.465], [-4.197, 0.873, 3.366], [-3.444, -0.306, 4.604], [-4.546, -1.829, 2.218], [-7.045, -0.517, 3.715], [-6.394, -0.144, 1.926], [-8.108, -2.497, 2.371], [-6.452, -2.539, 1.437], [-2.964, 3.756, -0.416], [-3.176, 5.243, -0.190], [-2.175, 5.794, 0.650], [-0.630, 5.932, 0.069], [-0.912, 7.038, -0.952], [-0.016, 6.910, 1.257], [0.487, 8.205, 0.954], [-0.597, 9.257, 1.107], [-0.202, 4.639, 1.116], [0.532, 3.562, 0.540], [1.746, 4.026, -0.241], [-2.101, 3.586, -1.065], [-3.839, 3.309, -0.898], [-2.781, 3.239, 0.531], [-3.208, 5.779, -1.144], [-4.134, 5.401, 0.308], [0.935, 8.227, -0.042], [1.293, 8.416, 1.663], [-1.503, 8.996, 0.557], [-0.244, 10.230, 0.758], [-0.889, 9.350, 2.157], [-0.131, 2.970, -0.097], [0.854, 2.917, 1.362], [1.451, 4.604, -1.124], [2.331, 3.169, -0.583], [2.379, 4.669, 0.373], [2.377, -2.337, -1.619], [3.546, -1.855, -2.458], [4.492, -2.887, -2.680], [4.078, -4.147, -3.674], [4.071, -3.356, -4.985], [5.585, -4.814, -3.851], [6.200, -4.906, -5.130], [7.068, -3.691, -5.403], [3.973, -5.124, -2.264], [2.790, -5.904, -2.111], [2.460, -6.724, -3.344], [1.742, -3.012, -2.199], [1.759, -1.495, -1.293], [2.726, -2.879, -0.736], [3.197, -1.447, -3.412], [4.066, -1.053, -1.929], [5.452, -5.055, -5.913], [6.829, -5.802, -5.126], [6.528, -2.756, -5.240], [7.440, -3.705, -6.430], [7.924, -3.676, -4.723], [1.952, -5.251, -1.851], [2.955, -6.574, -1.263], [2.204, -6.078, -4.191], [1.606, -7.378, -3.152], [3.316, -7.333, -3.645]]
}


2.
{
  "formula": "C22H46O24S7",
  "method": "wB97M-V/def2-TZVPD",
  "total_charge": 0,
  "orbital_gap_ev": 9.415,
  "relative_energy_kj_mol": 0.0,
  "homo_energy_ev": -9.87,
  "largest_force_ev_per_a": 2.31,
  "elements": ["C", "C", "C", "S", "O", "O", "C", "H", "H", "H", "H", "H", "H", "H", "H", "C", "C", "C", "S", "O", "O", "C", "H", "H", "H", "H", "H", "H", "H", "H", "C", "C", "C", "S", "O", "O", "C", "H", "H", "H", "H", "H", "H", "H", "H", "C", "C", "O", "S", "O", "O", "O", "H", "H", "H", "H", "C", "C", "O", "S", "O", "O", "O", "H", "H", "H", "H", "C", "C", "O", "S", "O", "O", "O", "H", "H", "H", "H", "C", "C", "O", "S", "O", "O", "O", "H", "H", "H", "H", "C", "C", "O", "O", "H", "H", "H", "H", "H", "H"],
  "xyz": [[0.524, -5.144, 3.471], [0.301, -4.158, 2.312], [-0.893, -4.636, 1.503], [-2.111, -5.354, 2.700], [-2.557, -6.673, 2.271], [-3.138, -4.371, 2.990], [-0.856, -5.512, 4.045], [1.113, -4.648, 4.240], [1.055, -6.000, 3.055], [1.207, -3.940, 1.751], [0.015, -3.204, 2.773], [-0.564, -5.428, 0.830], [-1.541, -3.907, 1.023], [-0.907, -6.567, 4.309], [-1.216, -4.886, 4.859], [-1.371, -3.019, -5.541], [-1.144, -3.386, -4.083], [-1.599, -2.263, -3.144], [-1.957, -0.789, -4.213], [-0.998, 0.267, -3.857], [-3.382, -0.474, -4.317], [-1.391, -1.504, -5.764], [-2.260, -3.535, -5.909], [-0.533, -3.484, -6.065], [-0.073, -3.348, -3.846], [-1.449, -4.399, -3.833], [-0.843, -1.952, -2.432], [-2.557, -2.440, -2.653], [-0.321, -1.275, -5.804], [-1.789, -1.078, -6.678], [-5.092, 0.276, 3.005], [-3.632, -0.100, 2.714], [-3.004, -0.944, 3.831], [-4.209, -0.917, 5.217], [-4.009, 0.320, 5.956], [-4.320, -2.203, 5.866], [-5.655, -0.652, 4.077], [-5.768, 0.344, 2.156], [-5.117, 1.259, 3.486], [-3.040, 0.767, 2.437], [-3.700, -0.871, 1.943], [-1.988, -0.752, 4.163], [-3.076, -1.993, 3.538], [-6.471, -0.258, 4.680], [-6.000, -1.630, 3.736], [6.821, 1.523, -0.924], [5.925, 0.635, -0.058], [4.701, 1.372, 0.192], [4.897, 2.922, -0.178], [5.558, 3.634, 0.873], [3.674, 3.422, -0.744], [6.006, 2.618, -1.323], [7.211, 1.010, -1.800], [7.701, 1.883, -0.390], [6.275, 0.534, 0.971], [5.755, -0.367, -0.442], [2.975, -3.244, -3.753], [2.509, -2.246, -2.665], [2.031, -1.147, -3.397], [3.055, -0.823, -4.589], [4.280, -0.214, -4.134], [2.290, -0.255, -5.665], [3.368, -2.409, -4.862], [2.327, -4.043, -4.104], [3.862, -3.727, -3.338], [3.377, -1.886, -2.101], [1.903, -2.703, -1.885], [1.687, 0.632, -0.191], [0.604, 1.240, -1.037], [-0.575, 0.672, -0.489], [-0.311, -0.472, 0.624], [-1.070, -1.678, 0.397], [-0.264, 0.071, 1.949], [1.204, -0.715, 0.060], [1.918, 1.166, 0.731], [2.664, 0.493, -0.648], [0.700, 1.092, -2.114], [0.544, 2.325, -0.927], [0.539, 5.895, -1.377], [1.929, 6.536, -1.129], [2.160, 7.345, -2.298], [0.752, 8.088, -2.642], [0.612, 8.346, -4.053], [0.456, 9.137, -1.713], [-0.106, 6.708, -2.309], [0.006, 6.095, -0.438], [0.528, 4.840, -1.642], [2.724, 5.799, -1.075], [1.875, 7.132, -0.221], [-2.502, 3.583, 3.630], [-1.049, 3.172, 3.495], [-0.662, 3.513, 2.155], [-2.516, 5.019, 3.696], [-3.084, 3.146, 4.450], [-3.105, 3.296, 2.759], [-0.881, 2.102, 3.599], [-0.496, 3.732, 4.256], [-1.093, 4.365, 2.009], [-3.378, 5.299, 4.014]]
}


3.
{
  "formula": "C22H47FeNO4Si2",
  "method": "wB97M-V/def2-TZVPD",
  "total_charge": 0,
  "orbital_gap_ev": [7.788, 8.355],
  "multiplicity": 5,
  "relative_energy_kj_mol": 0.0,
  "s_squared": 6.01,
  "homo_energy_ev": [-7.53, -8.30],
  "largest_force_ev_per_a": 3.09,
  "elements": ["O", "O", "C", "C", "H", "H", "H", "H", "H", "C", "C", "H", "H", "H", "H", "H", "C", "C", "C", "H", "H", "H", "H", "H", "C", "H", "H", "H", "H", "H", "H", "Fe", "C", "Si", "H", "H", "C", "C", "C", "C", "Si", "H", "H", "C", "C", "C", "H", "H", "H", "H", "H", "H", "H", "H", "H", "H", "H", "H", "H", "H", "H", "H", "H", "H", "O", "C", "O", "C", "C", "C", "C", "C", "N", "H", "H", "H", "H"],
  "xyz": [[1.977, -0.408, 0.158], [0.401, -4.216, -2.258], [3.131, -0.173, -0.721], [4.202, 0.181, 0.233], [2.834, 0.608, -1.439], [3.306, -1.109, -1.237], [3.932, 1.097, 0.749], [5.022, 0.390, -0.415], [4.446, -0.599, 0.943], [1.806, -1.693, 0.843], [2.664, -2.865, 0.410], [0.708, -1.930, 0.834], [2.000, -1.387, 1.855], [2.326, -3.160, -0.596], [2.500, -3.701, 1.084], [3.718, -2.602, 0.454], [-0.927, -3.924, -1.604], [0.480, -3.636, -3.514], [-1.019, -4.812, -0.373], [-1.750, -4.188, -2.318], [-1.005, -2.871, -1.320], [-0.714, -5.833, -0.583], [-2.084, -4.743, -0.049], [-0.376, -4.422, 0.430], [1.314, -4.559, -4.412], [0.978, -2.661, -3.471], [-0.487, -3.479, -4.060], [2.295, -4.727, -3.933], [1.429, -4.096, -5.366], [0.839, -5.537, -4.459], [0.345, 0.413, -0.214], [0.368, 1.801, 0.581], [-0.378, 0.368, -1.078], [-1.095, 1.258, -2.686], [0.142, -0.509, -1.694], [-1.287, -0.051, -0.656], [0.148, 1.154, -4.045], [-1.555, 3.123, -2.514], [-2.641, 0.382, -3.266], [1.123, 1.437, 2.333], [0.102, 0.547, 3.569], [1.231, 2.519, 2.590], [2.148, 1.023, 2.160], [1.187, -0.597, 4.587], [-1.217, -0.501, 2.761], [-0.687, 1.726, 4.760], [-2.587, -0.686, -3.043], [-2.799, 0.454, -4.346], [-3.550, 0.751, -2.797], [1.043, 1.731, -3.824], [-0.248, 1.536, -4.983], [0.457, 0.128, -4.229], [-0.667, 3.710, -2.248], [-2.313, 3.285, -1.721], [-1.947, 3.497, -3.507], [-1.178, -1.531, 3.154], [-1.126, -0.582, 1.673], [-2.209, -0.113, 2.983], [-1.276, 1.189, 5.502], [-1.350, 2.438, 4.261], [0.063, 2.313, 5.298], [0.707, -0.792, 5.553], [2.165, -0.150, 4.791], [1.345, -1.561, 4.094], [0.308, 5.857, 0.533], [0.056, 4.624, 0.555], [0.804, 3.657, 0.109], [-1.242, 4.177, 1.201], [-2.111, 5.019, 1.884], [-3.302, 4.501, 2.428], [-3.580, 3.148, 2.221], [-2.673, 2.358, 1.495], [-1.503, 2.863, 1.050], [-1.812, 6.052, 1.960], [-3.980, 5.137, 3.024], [-4.476, 2.659, 2.602], [-2.903, 1.292, 1.275]]
}